Record 1
This record from OMol25 describes C2HNOS in the gas phase at a distorted geometry. The level of theory is ωB97M-V/def2-TZVPD.

Last column: natural (NBO) charge in e.
Cartesian coordinates (Å):
C1 0.15 -0.31 -0.52  0.445
O1 0.39 -0.77 -1.56  -0.437
N1 1.12 -0.78 1.94  -0.205
H1 -1.29 1.58 -0.90  0.126
C2 0.63 -0.85 0.76  0.109
S1 -1.00 1.12 0.27  -0.039

Calculated values
Energy relative to the best compared isomer or geometry (same formula, charge and spin) (kJ/mol): 213.27
DFT total energy (Ha): -604.905726
Highest occupied orbital energy (eV): -10.729
Frontier orbital gap (eV): 9.60
LUMO level (Eh): -0.041
SMILES string: N#CC(=O)S

---

Record 2
This record from OMol25 describes C2HNOS in the gas phase at a distorted geometry. The level of theory is ωB97M-V/def2-TZVPD.

Last column: natural (NBO) charge in e.
Cartesian coordinates (Å):
S1 1.17 1.49 -1.10  -0.013
H1 -0.39 0.59 0.26  0.230
O1 2.72 -2.57 -0.58  -0.456
N1 1.01 -1.02 -0.29  -0.578
C1 0.47 0.22 -0.28  -0.096
C2 1.94 -1.76 -0.41  0.913

Calculated values
Energy relative to the best compared isomer or geometry (same formula, charge and spin) (kJ/mol): 67.01
DFT total energy (Ha): -604.961433
Highest occupied orbital energy (alpha / beta) (eV): -9.242 / -9.242
Frontier orbital gap (alpha / beta) (eV): 8.38 / 8.38
LUMO level (alpha / beta) (Eh): -0.032 / -0.032
SMILES string: O=C=NC=S

---

Record 3
This record from OMol25 describes C2HNOS2 in the gas phase at a distorted geometry. The level of theory is ωB97M-V/def2-TZVPD.

Last column: natural (NBO) charge in e.
Cartesian coordinates (Å):
C1 -1.73 -0.67 0.95  0.048
O1 -0.27 1.67 -0.43  -0.495
S1 2.04 0.57 -1.00  0.024
N1 -2.81 -0.52 1.18  -0.262
S2 -0.07 -0.90 0.60  0.232
H1 2.44 -0.81 -0.98  0.170
C2 0.40 0.67 -0.32  0.282

Calculated values
Energy relative to the best compared isomer or geometry (same formula, charge and spin) (kJ/mol): 0.00
DFT total energy (Ha): -1003.145352
Highest occupied orbital energy (eV): -10.658
Frontier orbital gap (eV): 10.61
LUMO level (Eh): -0.002
SMILES string: N#CSC(=O)S

---

Record 4
This record from OMol25 describes C2HNS in the gas phase at a distorted geometry. The level of theory is ωB97M-V/def2-TZVPD.

Last column: natural (NBO) charge in e.
Cartesian coordinates (Å):
C1 0.45 0.25 -0.04  -0.376
S1 1.89 -0.57 -0.01  0.175
C2 -0.87 -0.34 -0.05  0.201
H1 0.48 1.31 0.09  0.234
N1 -1.95 -0.65 0.01  -0.234

Calculated values
Energy relative to the best compared isomer or geometry (same formula, charge and spin) (kJ/mol): 4.09
DFT total energy (Ha): -529.698934
Highest occupied orbital energy (eV): -9.982
Frontier orbital gap (eV): 8.07
LUMO level (Eh): -0.070
SMILES string: N#CC=S

---

Record 5
This record from OMol25 describes C2HNS2 in the gas phase at a distorted geometry. The level of theory is ωB97M-V/def2-TZVPD.

Last column: natural (NBO) charge in e.
Cartesian coordinates (Å):
S1 1.26 -1.45 -0.42  -0.071
C1 -0.81 0.15 -1.16  0.168
H1 0.79 0.26 2.38  0.188
N1 -1.22 0.21 -2.23  -0.196
S2 -0.01 0.86 1.42  0.245
C2 -0.01 -0.03 0.00  -0.334

Calculated values
Energy relative to the best compared isomer or geometry (same formula, charge and spin) (kJ/mol): 139.11
DFT total energy (Ha): -927.837145
Highest occupied orbital energy (alpha / beta) (eV): -9.305 / -9.294
Frontier orbital gap (alpha / beta) (eV): 7.02 / 7.00
LUMO level (alpha / beta) (Eh): -0.084 / -0.084
SMILES string: N#CC(=S)S

---

Record 6
This record from OMol25 describes C2HNS2 in the gas phase at a distorted geometry. The level of theory is ωB97M-V/def2-TZVPD.

Last column: natural (NBO) charge in e.
Cartesian coordinates (Å):
S1 -1.93 -0.45 -0.10  0.095
N1 1.72 -1.73 -0.02  -0.230
H1 -0.68 2.08 0.48  0.190
C1 0.61 -1.21 -0.16  0.196
S2 0.59 1.38 -0.13  0.194
C2 -0.31 -0.07 -0.07  -0.446

Calculated values
Energy relative to the best compared isomer or geometry (same formula, charge and spin) (kJ/mol): 96.44
DFT total energy (Ha): -927.853398
Highest occupied orbital energy (eV): -9.657
Frontier orbital gap (eV): 7.89
LUMO level (Eh): -0.065
SMILES string: N#CC(=S)S

---

Record 7
This record from OMol25 describes 2 unconnected molecules or ions with the total composition C2HNS2 at a distorted geometry. The level of theory is ωB97M-V/def2-TZVPD.

Last column: natural (NBO) charge in e.
Cartesian coordinates (Å):
S1 -1.21 -1.25 0.91  0.228
C1 0.15 1.13 -0.04  0.176
C2 -0.20 -0.23 -0.09  -0.480
N1 0.55 2.20 0.07  -0.262
S2 -1.00 -1.42 -1.16  0.213
H1 1.72 -0.42 0.32  0.126

Calculated values
Energy relative to the best compared isomer or geometry (same formula, charge and spin) (kJ/mol): 346.27
DFT total energy (Ha): -927.758243
Highest occupied orbital energy (eV): -9.476
Frontier orbital gap (eV): 8.00
LUMO level (Eh): -0.054

---

Record 8
This record from OMol25 describes C2HNS3 in the gas phase at a distorted geometry. The level of theory is ωB97M-V/def2-TZVPD.

Last column: natural (NBO) charge in e.
Cartesian coordinates (Å):
H1 -1.19 0.34 -1.90  0.156
S1 0.70 -0.71 2.38  0.153
C1 0.38 -0.45 0.79  -0.449
C2 0.28 0.97 0.60  0.192
S2 -0.12 -1.65 -0.34  0.308
S3 -0.21 -0.59 -2.13  -0.112
N1 0.15 2.09 0.61  -0.248

Calculated values
Energy relative to the best compared isomer or geometry (same formula, charge and spin) (kJ/mol): 0.00
DFT total energy (Ha): -1326.079270
Highest occupied orbital energy (alpha / beta) (eV): -9.579 / -9.578
Frontier orbital gap (alpha / beta) (eV): 7.93 / 7.93
LUMO level (alpha / beta) (Eh): -0.061 / -0.061
SMILES string: N#CC(=S)SS